C22H26BaN2O13 as an isolated structure. Source: the OMol25 dataset; level of theory: wB97M-V/def2-TZVPD.

XYZ file:
```
64
Properties=species:S:1:pos:R:3:lowdin_charge:R:1
Ba -0.10 0.16 0.87 2.10
O -0.48 -2.23 -3.01 0.00
C -0.53 -2.02 -1.80 -0.65
O 0.37 -1.48 -1.07 -0.25
C -1.82 -2.51 -1.09 -0.11
C -1.63 -3.03 0.35 -0.26
C -2.78 -3.98 0.69 -0.11
C -3.95 -2.98 0.90 -0.11
C -3.26 -1.64 0.62 -0.26
O -1.94 -1.88 1.17 -0.21
C -3.01 -1.50 -0.89 -0.11
C -2.86 -0.03 -1.36 -0.66
O -3.66 0.35 -2.22 -0.01
O -1.96 0.66 -0.81 -0.26
H -2.17 -3.32 -1.72 0.14
H -0.63 -3.37 0.60 0.15
H -2.58 -4.52 1.62 0.10
H -2.96 -4.70 -0.10 0.11
H -4.32 -3.02 1.93 0.10
H -4.79 -3.14 0.22 0.11
H -3.68 -0.77 1.12 0.16
H -3.88 -1.88 -1.43 0.13
O 0.72 0.12 3.70 -0.05
C 0.30 0.62 4.73 -0.22
C -0.95 1.33 4.96 -0.11
C -1.15 1.79 6.25 0.02
C -2.28 2.49 6.61 -0.19
C -3.28 2.75 5.64 -0.02
C -3.12 2.31 4.36 0.00
C -1.95 1.57 3.93 -0.38
O -1.84 1.19 2.75 -0.14
N -2.45 2.94 7.95 -0.38
O -1.58 2.70 8.78 0.01
O -3.47 3.57 8.24 0.01
H 0.92 0.53 5.65 0.12
H -0.39 1.61 7.01 0.12
H -4.16 3.30 5.94 0.11
H -3.87 2.50 3.60 0.11
C 1.68 2.19 -2.41 -0.01
C 2.90 1.74 -1.61 -0.54
C 4.18 2.22 -2.27 -0.04
O 2.98 0.31 -1.62 -0.04
C 2.78 2.29 -0.16 -0.65
O 1.93 1.71 0.58 -0.28
O 3.48 3.26 0.15 -0.01
H 1.76 1.83 -3.44 0.09
H 1.62 3.28 -2.41 0.09
H 0.76 1.80 -1.98 0.08
H 4.25 1.80 -3.27 0.08
H 5.05 1.90 -1.69 0.07
H 4.21 3.31 -2.32 0.08
H 2.09 -0.05 -1.51 0.05
C 4.90 -0.57 0.62 -0.05
N 3.92 -1.61 0.83 -0.18
C 4.05 -2.83 0.07 -0.04
C 2.77 -1.35 1.49 -0.38
O 1.85 -2.13 1.67 -0.05
H 5.87 -0.88 1.03 0.08
H 4.58 0.34 1.13 0.09
H 5.00 -0.35 -0.44 0.08
H 4.98 -3.35 0.34 0.08
H 4.07 -2.60 -1.00 0.10
H 3.20 -3.47 0.28 0.08
H 2.73 -0.32 1.87 0.11
```

E_HOMO	-3.3827	eV
HOMO-LUMO gap	7.45	eV
relative energy (zero: lowest compared OMol25 entry of this formula, charge and spin)	32.93	kJ/mol
largest force on an atom	0.52	eV/A
E_tot	-53532.97816	eV
total charge	-2